DFT (ωB97M-V/def2-TZVPD) results for C4H6O5Ru as an isolated structure.

Last column: Löwdin spin population.
CARTESIAN COORDINATES (ANGSTROEM)
O1 -3.893 0.895 0.252  0.0074
C1 -2.833 0.150 0.136  0.0130
O2 -1.639 0.820 0.332  0.1531
O3 -2.845 -1.042 0.031  0.0278
H1 -3.759 1.852 0.256  0.0002
C2 1.095 -2.281 -0.303  0.4077
C3 1.885 -1.324 0.176  0.4084
O4 1.691 0.001 -0.284  0.1814
C4 2.647 0.901 -0.112  0.0535
O5 1.987 2.027 -0.366  0.0995
Ru1 0.050 1.350 -0.625  3.5982
H2 1.297 -3.304 0.012  0.0118
H3 0.348 -2.071 -1.070  0.0126
H4 2.847 -1.458 0.667  0.0105
H5 -1.423 0.669 1.312  0.0092
H6 2.547 2.817 -0.413  0.0055

Values from the calculation:
E (eV): -17021.1722
<S²>: 8.762
Frontier orbital gap (spin up / spin down) (eV): 9.18 / 4.84
Charge: +3
Molar mass (g mol⁻¹): 235.2
E_HOMO (spin up / spin down) (eV): -23.015 / -22.935
Relative energy (zero: lowest compared OMol25 entry of this formula, charge and spin) (eV): 1.120
Multiplicity: 6

***

DFT (ωB97M-V/def2-TZVPD) results for one molecule with the formula C4H6O6.

Last column: natural (NBO) charge in e.
CARTESIAN COORDINATES (ANGSTROEM)
C1 -0.098 0.924 1.482  0.0317
C2 0.349 0.957 0.264  0.1947
C3 -0.077 0.023 -0.846  0.3770
C4 -0.178 -1.497 -0.503  0.7863
O1 -0.830 -0.168 1.947  -0.7006
O2 1.199 1.885 -0.209  -0.6581
O3 0.820 0.033 -1.890  -0.7000
O4 -1.385 0.465 -1.172  -0.6942
O5 -1.197 -2.091 -0.683  -0.5892
O6 0.941 -2.088 -0.059  -0.6818
H1 0.077 1.711 2.234  0.1644
H2 1.404 2.496 0.564  0.4814
H3 0.753 0.912 -2.467  0.5024
H4 -1.836 -0.231 -1.570  0.4872
H5 -0.830 -0.173 2.965  0.4887
H6 0.890 -3.158 -0.057  0.5100

Values from the calculation:
E (eV): -16528.5728
Frontier orbital gap (eV): 8.94
Charge: 0
Molar mass (g mol⁻¹): 150.1
E_HOMO (eV): -8.422
Relative energy (zero: lowest compared OMol25 entry of this formula, charge and spin) (eV): 0.404
SMILES: O=C(O)C(O)(O)/C(O)=C\O

***

DFT (ωB97M-V/def2-TZVPD) results for one molecule with the formula C4H6OS.

Last column: natural (NBO) charge in e.
CARTESIAN COORDINATES (ANGSTROEM)
C1 0.801 1.123 0.268  -0.4343
C2 0.694 -0.218 -0.627  -0.1075
C3 -0.572 1.002 0.898  -0.5576
C4 -1.263 -1.328 -0.055  -0.0689
O1 0.062 -1.423 -0.169  -0.4493
S1 -1.902 0.187 -0.020  0.4073
H1 1.542 1.025 0.950  0.2125
H2 0.970 1.853 -0.512  0.2106
H3 0.185 0.091 -1.571  0.1825
H4 1.724 -0.331 -1.035  0.2041
H5 -0.579 0.372 1.855  0.1833
H6 -1.661 -2.353 0.019  0.2172

Values from the calculation:
E (eV): -17123.2673
Frontier orbital gap (spin up / spin down) (eV): 6.53 / 7.54
Charge: 0
Molar mass (g mol⁻¹): 102.2
E_HOMO (spin up / spin down) (eV): -6.796 / -7.422
Relative energy (zero: lowest compared OMol25 entry of this formula, charge and spin) (eV): 4.863

***

DFT (ωB97M-V/def2-TZVPD) results for one molecule with the formula C4H6OS.

Last column: natural (NBO) charge in e.
CARTESIAN COORDINATES (ANGSTROEM)
C1 0.222 -1.537 -0.550  -0.4520
C2 0.920 -0.268 -0.342  -0.3077
C3 0.317 0.916 0.420  0.0460
C4 -1.149 1.046 0.580  -0.1118
H1 -0.804 -1.624 -0.211  0.2253
H2 0.836 -2.423 -0.435  0.2300
H3 2.000 -0.357 -0.184  0.2308
H4 0.880 1.840 0.355  0.1903
H5 -1.603 2.013 0.791  0.1915
H6 -1.749 0.312 0.047  0.1812
O1 -0.305 0.612 1.640  -0.4816
S1 0.434 -0.530 -2.112  0.0580

Values from the calculation:
E (eV): -17125.9435
Frontier orbital gap (eV): 9.95
Charge: 0
Molar mass (g mol⁻¹): 102.2
E_HOMO (eV): -9.003
Relative energy (zero: lowest compared OMol25 entry of this formula, charge and spin) (eV): 2.186
SMILES: C1O[C@H]1[C@H]1CS1

***

DFT (ωB97M-V/def2-TZVPD) results for one molecule with the formula C4H6OS.

Last column: natural (NBO) charge in e.
CARTESIAN COORDINATES (ANGSTROEM)
C1 2.744 -1.719 -0.386  0.2679
C2 0.401 -0.777 0.724  -0.3669
C3 -1.235 0.842 -0.126  -0.6472
C4 0.167 0.361 0.145  -0.1573
O1 2.281 -1.367 -1.411  -0.5175
S1 1.982 -1.453 1.202  0.1943
H1 3.721 -2.241 -0.030  0.1374
H2 -0.527 -1.482 0.902  0.2140
H3 -1.234 1.833 -0.291  0.2137
H4 -1.970 0.691 0.670  0.2235
H5 -1.890 0.273 -0.942  0.2248
H6 1.013 0.931 -0.205  0.2134

Values from the calculation:
E (eV): -17126.1562
Frontier orbital gap (eV): 10.15
Charge: 0
Molar mass (g mol⁻¹): 102.2
E_HOMO (eV): -9.416
Relative energy (zero: lowest compared OMol25 entry of this formula, charge and spin) (eV): 1.974
SMILES: C/C=C/SC=O

***

DFT (ωB97M-V/def2-TZVPD) results for one molecule with the formula C4H6OS.

Last column: natural (NBO) charge in e.
CARTESIAN COORDINATES (ANGSTROEM)
C1 -0.165 -1.094 -1.298  -0.3648
C2 0.376 -0.123 1.614  -0.3328
C3 -0.808 0.054 -1.090  -0.5013
C4 0.080 1.047 1.048  -0.3887
O1 1.487 1.346 -1.273  -0.9562
S1 0.122 1.508 -0.791  1.2721
H1 -0.642 -2.101 -1.100  0.2045
H2 0.890 -1.156 -1.437  0.2097
H3 0.058 -0.274 2.566  0.1988
H4 0.816 -0.931 1.153  0.2005
H5 -1.915 -0.141 -1.016  0.2510
H6 -0.299 1.863 1.625  0.2073

Values from the calculation:
E (eV): -17124.3262
Frontier orbital gap (eV): 9.43
Charge: 0
Molar mass (g mol⁻¹): 102.2
E_HOMO (eV): -9.214
Relative energy (zero: lowest compared OMol25 entry of this formula, charge and spin) (eV): 3.804

***

DFT (ωB97M-V/def2-TZVPD) results for one molecule with the formula C4H6OS.

Last column: natural (NBO) charge in e.
CARTESIAN COORDINATES (ANGSTROEM)
C1 1.146 1.043 0.113  -0.6524
C2 0.812 -0.369 -0.355  0.1193
C3 -0.555 -0.977 -0.234  -0.0623
C4 -1.606 -0.308 0.451  -0.2615
H1 1.063 1.152 1.203  0.2299
H2 2.139 1.296 -0.296  0.2258
H3 0.417 1.662 -0.378  0.2258
H4 1.277 -0.600 -1.298  0.1804
H5 -0.892 -1.594 -1.044  0.2059
H6 -1.278 0.186 1.366  0.1975
O1 0.626 -1.457 0.504  -0.4529
S1 -3.150 -0.036 -0.032  0.0445

Values from the calculation:
E (eV): -17125.8639
Frontier orbital gap (eV): 8.41
Charge: 0
Molar mass (g mol⁻¹): 102.2
E_HOMO (eV): -8.978
Relative energy (zero: lowest compared OMol25 entry of this formula, charge and spin) (eV): 2.266
SMILES: C[C@H]1O[C@H]1C=S

***

DFT (ωB97M-V/def2-TZVPD) results for one molecule with the formula C4H6OS.

Last column: natural (NBO) charge in e.
CARTESIAN COORDINATES (ANGSTROEM)
C1 2.757 -0.292 0.143  -0.6573
C2 1.779 0.851 -0.093  -0.2103
C3 0.511 0.754 -0.104  -0.3515
C4 -2.020 -0.263 0.014  0.2317
H1 3.697 -0.363 -0.468  0.2353
H2 2.326 -1.244 0.004  0.2162
H3 3.050 -0.483 1.352  0.2220
H4 2.085 1.881 -0.149  0.2195
H5 -0.158 1.668 -0.436  0.2506
H6 -2.787 -1.163 -0.226  0.1187
O1 -2.554 0.768 0.206  -0.5283
S1 -0.372 -0.796 -0.093  0.2535

Values from the calculation:
E (eV): -17125.9965
Frontier orbital gap (eV): 10.07
Charge: 0
Molar mass (g mol⁻¹): 102.2
E_HOMO (eV): -9.299
Relative energy (zero: lowest compared OMol25 entry of this formula, charge and spin) (eV): 2.133
SMILES: C/C=C\SC=O